# C25H63Br2CrFN3O21P4

A structure of composition C25H63Br2CrFN3O21P4 in a non-equilibrium geometry (ωB97M-V/def2-TZVPD, OMol25).

Output
orbital gap (spin up / spin down) = 8.58 / 8.57 eV
charge = 0
strongest force on any atom = 4.294 eV/Å
2S+1 = 4
calculated total energy = -10392.95839 a.u.
HOMO level (spin up / spin down) = -8.233 / -8.214 eV
expectation value of S² = 3.78

Last column: Mulliken spin population.
CARTESIAN COORDINATES (ANGSTROEM)
Cr  -0.97  1.92  0.97  3.149
Br  -1.56  0.05  2.51  0.006
Br  1.14  0.57  -0.01  -0.011
F  -0.70  3.37  -0.06  0.033
C  1.41  0.09  -7.04  0.000
O  1.13  -1.16  -6.51  0.000
P  0.02  -1.10  -5.33  0.000
O  -1.21  -0.40  -5.71  0.000
O  -0.17  -2.60  -5.05  0.000
C  -0.78  -3.24  -3.96  0.000
O  0.66  -0.43  -4.09  0.003
C  1.82  -0.99  -3.49  0.005
H  0.73  0.41  -7.89  0.000
H  2.37  0.06  -7.49  0.000
H  1.37  0.96  -6.32  0.000
H  -1.21  -2.45  -3.35  0.000
H  0.00  -3.68  -3.33  0.000
H  -1.49  -4.04  -4.17  0.000
H  1.98  -1.97  -3.89  0.000
H  1.68  -1.05  -2.38  -0.004
H  2.71  -0.46  -3.80  0.000
C  -1.92  -3.98  1.45  0.000
O  -1.79  -5.25  0.80  0.000
P  -1.71  -5.28  -0.78  0.000
O  -2.66  -4.38  -1.50  0.000
O  -0.22  -4.96  -1.07  0.000
C  1.00  -5.72  -0.69  0.000
O  -1.78  -6.88  -1.00  0.000
C  -3.07  -7.17  -1.48  0.000
H  -1.37  -3.93  2.36  0.000
H  -2.95  -3.80  1.82  0.000
H  -1.68  -3.25  0.68  0.001
H  0.85  -6.52  0.07  0.000
H  1.73  -4.95  -0.43  0.000
H  1.39  -6.17  -1.59  0.000
H  -3.27  -6.59  -2.37  0.000
H  -3.90  -7.03  -0.74  0.000
H  -3.04  -8.23  -1.63  0.000
C  -3.73  -1.42  -0.85  0.005
O  -2.96  -0.79  -1.92  0.001
P  -2.70  0.74  -1.82  0.010
O  -2.21  1.13  -0.48  -0.102
O  -1.73  0.89  -3.05  0.003
C  -1.44  2.18  -3.60  0.003
O  -4.04  1.56  -2.12  0.001
C  -4.86  1.23  -3.33  0.000
H  -3.18  -2.29  -0.50  -0.004
H  -4.71  -1.73  -1.16  0.000
H  -3.77  -0.64  -0.07  0.000
H  -0.48  1.97  -4.17  -0.001
H  -1.16  2.90  -2.83  -0.001
H  -2.17  2.45  -4.32  0.000
H  -4.28  0.55  -3.98  0.000
H  -5.18  2.13  -3.73  0.000
H  -5.77  0.73  -2.95  0.000
C  -2.91  2.83  4.80  0.001
O  -3.89  2.46  3.86  0.000
P  -3.84  2.61  2.35  0.007
O  -2.44  2.96  1.87  -0.007
O  -4.45  1.28  1.80  -0.002
C  -5.77  1.05  1.51  0.000
O  -4.75  3.86  2.07  -0.001
C  -4.30  4.77  1.06  0.003
H  -3.19  2.30  5.69  -0.001
H  -2.90  3.89  5.05  0.000
H  -1.89  2.59  4.53  -0.001
H  -6.51  1.32  2.32  0.000
H  -6.05  0.00  1.24  0.000
H  -5.96  1.58  0.59  0.000
H  -3.32  5.19  1.33  0.000
H  -5.05  5.50  1.03  0.001
H  -4.18  4.30  0.09  -0.001
C  3.89  1.30  2.59  0.003
O  3.10  1.66  3.44  0.000
N  4.81  0.31  2.75  0.000
C  5.77  0.00  1.70  0.000
C  5.04  -0.34  4.11  0.000
H  4.07  1.80  1.63  -0.001
H  5.79  -1.04  1.37  0.000
H  6.75  0.08  2.22  0.000
H  5.64  0.65  0.93  0.000
H  6.11  -0.50  4.24  0.000
H  4.68  0.32  4.89  0.000
H  4.56  -1.33  4.21  0.000
C  0.54  2.59  3.40  0.000
O  0.37  2.79  2.20  -0.101
N  1.28  3.48  4.09  0.005
C  2.03  4.49  3.40  -0.002
C  1.64  3.32  5.48  -0.001
H  0.27  1.66  3.91  -0.004
H  1.34  5.22  3.11  0.000
H  2.34  4.03  2.44  0.003
H  2.85  4.91  3.93  0.000
H  2.18  4.27  5.79  0.000
H  0.73  3.24  6.08  0.000
H  2.31  2.41  5.50  0.001
C  3.16  -3.93  2.46  0.000
O  2.92  -4.34  3.58  0.000
N  2.48  -2.95  1.88  0.001
C  2.99  -2.41  0.61  0.000
C  1.51  -2.24  2.66  0.003
H  3.93  -4.28  1.82  0.000
H  2.97  -1.28  0.59  -0.003
H  2.38  -2.72  -0.20  0.001
H  4.00  -2.79  0.39  0.000
H  1.93  -1.32  3.08  0.000
H  0.69  -1.99  1.99  0.000
H  1.29  -2.86  3.51  0.000
O  4.96  2.05  -0.77  0.000
C  3.94  2.47  -1.23  -0.002
O  3.52  2.16  -2.49  0.000
C  2.24  2.78  -2.72  0.006
C  2.13  3.95  -1.80  0.004
C  2.95  3.43  -0.61  -0.006
H  1.50  1.99  -2.54  -0.004
H  2.18  3.03  -3.78  0.000
H  1.09  4.01  -1.48  -0.007
H  2.53  4.80  -2.30  0.001
H  2.30  3.05  0.14  0.005
H  3.54  4.15  -0.03  0.000

# C25H63BrNO7

A cluster of 7 separate species, C25H63BrNO7 in total (ωB97M-V/def2-TZVPD, OMol25).

Output
orbital gap = 9.35 eV
charge = +1
strongest force on any atom = 0.226 eV/Å
calculated total energy = -4145.51793 a.u.
HOMO level = -11.977 eV

Last column: Mulliken charge in e.
CARTESIAN COORDINATES (ANGSTROEM)
C  -0.48  5.03  3.26  -1.450
C  -0.89  3.91  2.31  0.511
C  -1.00  4.31  0.84  -0.785
Br  0.28  5.62  0.22  -0.031
N  -0.89  3.11  -0.08  0.027
C  0.45  2.37  0.03  -0.557
C  0.31  0.98  0.63  -0.752
O  -0.72  0.29  -0.04  -0.124
C  -1.98  0.80  0.36  -0.239
C  -2.17  2.26  -0.02  -0.758
H  -0.89  4.84  4.25  0.416
H  0.60  5.11  3.37  0.318
H  -0.85  6.00  2.93  0.378
H  -1.87  3.54  2.60  0.287
H  -0.20  3.07  2.40  -0.040
H  -1.97  4.74  0.61  0.646
H  -0.88  3.50  -1.02  0.479
H  0.81  2.27  -0.99  0.477
H  1.13  3.01  0.58  0.397
H  0.10  1.01  1.70  0.234
H  1.24  0.45  0.47  0.443
H  -2.12  0.65  1.43  0.316
H  -2.74  0.23  -0.16  0.063
H  -2.63  2.34  -1.00  0.511
H  -2.82  2.75  0.69  0.229
C  4.97  5.95  1.52  -1.276
C  4.28  4.78  2.18  0.384
C  3.92  3.69  1.18  -1.031
O  3.12  5.21  2.90  -0.517
H  4.32  6.41  0.77  0.290
H  5.22  6.71  2.26  0.347
H  5.89  5.64  1.02  0.383
H  4.92  4.36  2.95  0.303
H  3.26  4.12  0.41  0.185
H  3.41  2.86  1.68  0.208
H  4.80  3.31  0.67  0.478
H  2.47  5.55  2.28  0.230
C  -2.11  -2.82  1.57  -0.046
C  -3.53  -2.45  1.96  0.215
C  -4.30  -3.64  2.49  -1.584
O  -4.20  -1.86  0.84  -0.475
H  -2.10  -3.57  0.78  0.452
H  -1.58  -1.94  1.19  -0.357
H  -1.56  -3.22  2.42  -0.058
H  -3.52  -1.66  2.71  0.295
H  -4.35  -4.43  1.74  0.408
H  -5.32  -3.35  2.76  0.372
H  -3.81  -4.05  3.37  0.389
H  -4.26  -2.53  0.15  0.345
C  1.17  -2.46  -2.62  -0.954
C  -0.09  -3.24  -2.26  0.152
C  -1.34  -2.41  -2.51  -0.636
O  -0.04  -3.68  -0.91  -0.523
H  1.21  -1.56  -2.01  0.046
H  2.07  -3.05  -2.43  0.265
H  1.17  -2.16  -3.67  0.388
H  -0.14  -4.16  -2.84  0.337
H  -1.30  -1.50  -1.89  -0.189
H  -2.24  -2.97  -2.25  0.316
H  -1.42  -2.10  -3.55  0.513
H  0.03  -2.90  -0.35  0.302
C  0.88  -5.21  3.29  -1.268
C  0.69  -3.97  4.14  0.820
C  1.98  -3.54  4.83  -1.452
O  -0.37  -4.15  5.08  -0.544
H  1.22  -6.05  3.91  0.390
H  -0.05  -5.50  2.81  0.307
H  1.64  -5.05  2.52  0.368
H  0.33  -3.16  3.51  0.025
H  2.34  -4.33  5.49  0.361
H  1.81  -2.64  5.42  0.352
H  2.76  -3.34  4.09  0.357
H  -0.13  -4.86  5.69  0.340
C  -6.51  0.75  -3.01  -1.403
C  -5.00  0.80  -3.06  0.304
C  -4.38  -0.53  -3.45  -1.004
O  -4.46  1.25  -1.80  -0.441
H  -6.84  0.00  -2.28  0.340
H  -6.92  1.72  -2.73  0.352
H  -6.92  0.46  -3.98  0.408
H  -4.68  1.57  -3.76  0.303
H  -4.65  -1.30  -2.73  0.181
H  -3.29  -0.46  -3.48  0.180
H  -4.73  -0.85  -4.43  0.480
H  -4.75  0.60  -1.14  0.283
C  5.77  -0.19  -5.04  -1.277
C  5.07  -1.08  -4.03  0.399
C  4.92  -2.51  -4.52  -1.193
O  3.80  -0.54  -3.66  -0.494
H  5.20  -0.16  -5.97  0.341
H  5.88  0.82  -4.65  0.310
H  6.77  -0.58  -5.27  0.383
H  5.63  -1.08  -3.09  0.231
H  4.32  -2.53  -5.44  0.323
H  4.42  -3.13  -3.77  0.248
H  5.89  -2.95  -4.75  0.411
H  3.25  -0.51  -4.46  0.324

# C25H63F6O13S

A cluster of 11 separate species, C25H63F6O13S in total in a non-equilibrium geometry (ωB97M-V/def2-TZVPD, OMol25).

Output
orbital gap = 5.66 eV
charge = +1
strongest force on any atom = 2.348 eV/Å
calculated total energy = -2965.36165 a.u.
HOMO level = -11.288 eV

Last column: Mulliken charge in e.
CARTESIAN COORDINATES (ANGSTROEM)
O  2.63  -2.90  1.28  -0.368
C  2.26  -2.63  0.20  -0.026
O  1.89  -3.67  -0.67  -0.440
C  2.20  -1.17  -0.39  0.970
F  1.73  -1.22  -1.67  -0.209
F  3.50  -0.73  -0.43  -0.255
C  1.37  -0.13  0.45  0.474
F  2.08  0.32  1.50  -0.210
F  1.19  0.96  -0.37  -0.219
C  -0.07  -0.59  0.89  0.971
F  -0.07  -1.56  1.86  -0.271
F  -0.65  0.50  1.48  -0.229
C  -1.04  -1.02  -0.28  0.035
O  -1.10  -0.52  -1.30  -0.232
S  -2.26  -2.45  -0.03  -0.109
H  0.92  -3.59  -0.74  0.324
H  -1.77  -3.34  0.90  0.328
H  -3.45  -1.88  0.41  0.379
C  2.97  -2.43  5.44  -0.729
C  2.72  -0.96  5.20  -0.272
O  3.56  -0.47  4.16  -0.497
H  4.02  -2.61  5.71  0.128
H  2.34  -2.82  6.24  0.372
H  2.77  -3.01  4.53  0.249
H  2.94  -0.38  6.10  0.330
H  1.67  -0.78  4.92  0.172
H  3.36  -0.98  3.36  0.247
C  -2.33  2.90  -2.49  -0.494
C  -3.51  2.01  -2.85  -0.242
O  -4.50  2.08  -1.84  -0.516
H  -1.90  2.59  -1.54  0.134
H  -1.56  2.85  -3.26  0.087
H  -2.65  3.93  -2.37  0.280
H  -3.19  0.97  -2.95  0.194
H  -3.95  2.32  -3.80  0.294
H  -4.78  3.00  -1.77  0.223
C  5.53  -6.06  8.17  -1.206
C  5.71  -4.71  7.49  0.079
O  4.91  -3.72  8.14  -0.524
H  4.49  -6.37  8.14  0.310
H  6.14  -6.82  7.67  0.325
H  5.83  -6.00  9.22  0.338
H  5.39  -4.77  6.44  0.181
H  6.75  -4.39  7.52  0.206
H  5.19  -3.67  9.05  0.300
C  0.99  1.58  -4.69  -0.595
C  0.69  1.44  -6.17  -0.268
O  -0.42  2.26  -6.54  -0.545
H  0.11  1.29  -4.10  0.075
H  1.83  0.95  -4.40  0.206
H  1.22  2.61  -4.44  0.371
H  0.44  0.41  -6.42  0.302
H  1.56  1.74  -6.77  0.150
H  -0.19  3.17  -6.32  0.306
C  9.06  -4.30  3.42  -1.150
C  8.02  -4.68  4.46  -0.050
O  8.63  -4.81  5.74  -0.517
H  9.85  -5.05  3.37  0.284
H  8.60  -4.20  2.43  0.336
H  9.53  -3.35  3.68  0.348
H  7.57  -5.64  4.21  0.299
H  7.23  -3.92  4.52  0.159
H  9.02  -3.96  5.97  0.292
C  -6.15  5.95  -3.71  -0.934
C  -6.18  5.58  -2.24  -0.191
O  -4.86  5.58  -1.70  -0.430
H  -5.53  5.24  -4.27  0.208
H  -7.15  5.95  -4.14  0.356
H  -5.70  6.94  -3.86  0.243
H  -6.60  4.59  -2.11  0.295
H  -6.79  6.30  -1.68  0.300
H  -4.50  6.47  -1.81  0.299
C  -4.70  -4.98  -2.76  -0.938
C  -5.22  -5.19  -1.35  -0.308
O  -5.43  -3.93  -0.70  -0.415
H  -3.76  -4.41  -2.75  0.165
H  -4.53  -5.93  -3.26  0.348
H  -5.41  -4.39  -3.35  0.345
H  -4.49  -5.75  -0.76  0.274
H  -6.16  -5.74  -1.36  0.302
H  -6.08  -3.44  -1.22  0.276
C  4.95  0.84  -6.48  -0.955
C  4.66  2.30  -6.20  -0.339
O  3.80  2.43  -5.07  -0.456
H  4.03  0.29  -6.67  0.223
H  5.61  0.73  -7.35  0.360
H  5.43  0.37  -5.62  0.312
H  4.17  2.76  -7.06  0.294
H  5.59  2.85  -6.01  0.304
H  4.25  2.03  -4.32  0.265
C  -6.20  -3.39  3.44  -0.932
C  -6.46  -1.92  3.16  -0.269
O  -5.65  -1.46  2.07  -0.450
H  -5.14  -3.55  3.68  0.209
H  -6.80  -3.74  4.27  0.355
H  -6.43  -3.99  2.56  0.274
H  -6.21  -1.31  4.04  0.288
H  -7.51  -1.75  2.92  0.288
H  -5.88  -1.99  1.30  0.251
C  -2.96  10.62  -2.01  -1.061
C  -3.27  9.43  -1.13  -0.293
O  -3.68  8.31  -1.92  -0.529
H  -3.83  10.90  -2.61  0.280
H  -2.65  11.48  -1.42  0.351
H  -2.15  10.38  -2.71  0.332
H  -4.09  9.67  -0.45  0.294
H  -2.40  9.15  -0.53  0.276
H  -2.95  8.10  -2.51  0.248

# C25H64N22O9

A cluster of 13 separate species, C25H64N22O9 in total in a non-equilibrium geometry (ωB97M-V/def2-TZVPD, OMol25).

Output
orbital gap = 9.61 eV
charge = 0
strongest force on any atom = 4.849 eV/Å
calculated total energy = -2873.15519 a.u.
HOMO level = -9.262 eV

Last column: Mulliken charge in e.
CARTESIAN COORDINATES (ANGSTROEM)
C  -19.48  -9.07  -0.18  -0.566
C  -19.66  -8.77  -1.68  -0.739
C  -21.16  -8.85  -2.13  -0.368
C  -21.72  -10.19  -2.07  0.316
N  -22.09  -11.26  -1.96  -0.479
H  -18.40  -9.11  0.04  0.340
H  -19.95  -10.00  0.07  0.123
H  -19.88  -8.27  0.40  0.165
H  -19.07  -9.49  -2.32  0.328
H  -19.25  -7.82  -1.92  0.407
H  -21.24  -8.40  -3.08  0.387
H  -21.75  -8.22  -1.47  0.126
C  -18.25  -9.01  6.30  -0.803
C  -19.39  -9.43  5.40  0.128
C  -18.95  -9.68  3.95  2.667
C  -18.21  -10.89  3.81  -0.204
N  -17.72  -11.92  3.63  -0.834
H  -17.53  -9.87  6.34  0.254
H  -18.58  -8.70  7.37  0.274
H  -17.77  -8.09  5.93  -0.100
H  -20.14  -8.61  5.43  0.230
H  -19.83  -10.36  5.78  -0.224
H  -18.50  -8.68  3.63  0.033
H  -19.87  -9.72  3.41  -1.216
C  -15.31  -8.78  3.01  -0.715
C  -14.62  -8.32  4.30  -0.101
C  -13.49  -7.34  4.05  -0.720
C  -14.00  -6.10  3.41  0.323
N  -14.59  -5.27  2.95  -0.475
H  -16.03  -9.57  3.31  -0.064
H  -14.62  -9.16  2.25  0.462
H  -15.91  -8.02  2.51  0.262
H  -14.17  -9.11  4.94  0.388
H  -15.44  -7.95  4.96  -0.046
H  -12.74  -7.73  3.40  0.367
H  -13.02  -7.03  4.98  0.321
C  -13.33  -17.46  3.06  -1.111
C  -12.29  -17.61  1.95  -0.422
C  -12.75  -17.10  0.64  -0.402
C  -13.27  -15.73  0.56  0.210
N  -13.69  -14.68  0.45  -0.369
H  -14.25  -17.86  2.64  0.285
H  -13.42  -16.38  3.22  0.311
H  -13.12  -17.92  3.99  0.365
H  -11.92  -18.64  1.80  0.299
H  -11.38  -17.02  2.16  0.280
H  -13.57  -17.73  0.25  0.264
H  -11.91  -17.27  0.00  0.290
C  -26.43  -10.62  5.08  0.519
O  -27.08  -10.21  4.16  -0.673
N  -25.04  -10.63  5.08  0.026
N  -27.00  -11.23  6.11  -0.431
H  -24.58  -10.29  5.96  0.145
H  -24.73  -10.15  4.25  0.002
H  -26.36  -11.30  6.91  0.257
H  -28.01  -11.17  6.10  0.257
C  -25.09  -7.68  7.20  0.577
O  -25.78  -6.78  6.71  -0.845
N  -25.31  -8.44  8.31  -0.408
N  -23.92  -8.06  6.66  0.291
H  -24.78  -9.34  8.29  0.340
H  -26.23  -8.47  8.67  0.281
H  -23.25  -8.62  7.24  0.132
H  -23.55  -7.45  5.90  -0.346
C  -18.65  -5.60  4.75  0.656
O  -18.51  -5.75  5.97  -0.824
N  -19.80  -5.23  4.14  -0.261
N  -17.59  -5.81  3.91  -0.283
H  -19.86  -5.05  3.17  0.218
H  -20.61  -5.07  4.73  0.027
H  -17.38  -5.28  3.10  0.230
H  -16.76  -5.97  4.39  0.130
C  -22.44  -11.33  7.53  0.350
O  -23.56  -10.71  7.64  -0.822
N  -21.31  -11.18  8.26  -0.200
N  -22.35  -12.20  6.50  -0.202
H  -21.38  -10.69  9.11  0.230
H  -20.58  -11.93  8.18  0.202
H  -21.59  -12.75  6.13  0.176
H  -23.21  -12.34  6.03  0.163
C  -17.74  -12.76  8.08  0.566
O  -18.68  -12.32  8.73  -0.660
N  -17.61  -12.70  6.71  -0.201
N  -16.62  -13.38  8.65  -0.474
H  -18.25  -12.20  6.13  -0.096
H  -17.18  -13.35  6.14  0.291
H  -15.78  -13.43  8.06  0.206
H  -16.58  -13.37  9.64  0.252
C  -21.94  -5.36  7.07  0.644
O  -22.20  -5.44  5.86  -0.648
N  -22.99  -5.26  7.97  -0.358
N  -20.75  -5.39  7.62  -0.297
H  -23.91  -5.10  7.63  0.226
H  -22.80  -4.88  8.91  0.182
H  -20.53  -5.24  8.60  0.197
H  -19.90  -5.48  7.04  0.182
C  -21.66  -12.64  3.31  0.606
O  -21.40  -13.35  4.25  -0.802
N  -20.70  -12.26  2.42  -0.336
N  -22.93  -12.27  3.04  -0.358
H  -20.87  -11.45  1.85  0.172
H  -19.75  -12.58  2.59  0.277
H  -23.13  -11.45  2.44  0.132
H  -23.68  -12.59  3.69  0.244
C  -22.37  -8.61  2.19  -0.355
O  -21.57  -9.55  2.25  -0.383
N  -23.60  -8.85  1.69  -0.199
N  -22.12  -7.35  2.68  0.095
H  -23.76  -9.57  1.01  0.241
H  -24.20  -8.03  1.65  0.175
H  -21.22  -7.05  3.01  0.081
H  -22.86  -6.67  2.46  0.212
C  -25.40  -6.48  3.45  0.507
O  -25.07  -6.41  2.28  -0.836
N  -24.89  -5.70  4.44  -0.317
N  -26.43  -7.26  3.83  -0.337
H  -24.07  -5.17  4.35  0.247
H  -25.06  -6.04  5.37  0.210
H  -26.59  -8.08  3.22  0.244
H  -26.54  -7.33  4.80  0.308